1.
{"formula": "C4H9O2", "method": "ωB97M-V with the def2-TZVPD basis set", "charge": -1, "multiplicity": 1, "homo_lumo_gap_ha": 0.29459, "e_tot_ha": -308.26359, "de_lowest_kcal_mol": 51.0, "homo_ha": -0.1293, "species": ["O", "O", "C", "C", "C", "C", "H", "H", "H", "H", "H", "H", "H", "H", "H"], "coordinates": [[-0.072, 1.314, -0.263], [1.933, -0.333, 0.384], [-1.010, -1.310, 0.976], [-0.580, 0.234, -0.976], [1.733, 0.857, 0.038], [-1.658, -0.529, -0.174], [-0.337, -2.067, 0.561], [-1.790, -1.762, 1.589], [0.224, -0.503, -1.197], [-2.112, -1.266, -0.861], [1.819, 1.627, 0.824], [-1.054, 0.552, -1.933], [2.019, 1.159, -0.977], [-0.323, -0.705, 1.581], [-2.406, 0.140, 0.248]]}



2.
{"formula": "C4H9O2", "method": "ωB97M-V with the def2-TZVPD basis set", "charge": -1, "multiplicity": 1, "homo_lumo_gap_ha": 0.23492, "e_tot_ha": -308.25172, "de_lowest_kcal_mol": 58.5, "homo_ha": -0.0810, "smiles": "[O-]CCCCO", "species": ["O", "O", "C", "C", "C", "C", "H", "H", "H", "H", "H", "H", "H", "H", "H"], "coordinates": [[-0.222, -0.098, 2.369], [1.202, 1.208, -0.651], [0.887, 0.393, -1.675], [-0.486, -0.421, -1.298], [-0.447, -1.018, 0.105], [-0.907, 0.043, 1.117], [0.622, 0.952, -2.606], [1.636, -0.420, -1.826], [-1.013, -1.936, 0.287], [-1.985, -0.033, 1.328], [0.575, -1.316, 0.396], [-0.670, 1.038, 0.744], [0.700, -0.305, 2.245], [-0.518, -1.196, -2.088], [-1.255, 0.327, -1.441]]}